{"formula": "C35H66N5O21", "method": "ωB97M-V/def2-TZVPD", "charge": 1, "e_lumo_ev": -4.8, "symbols": ["C", "C", "O", "O", "C", "C", "C", "N", "C", "C", "C", "N", "O", "C", "N", "N", "C", "C", "C", "C", "N", "C", "C", "C", "C", "H", "H", "H", "H", "H", "H", "H", "H", "H", "H", "H", "H", "H", "H", "H", "H", "H", "H", "H", "H", "H", "H", "H", "H", "H", "H", "H", "H", "H", "H", "C", "O", "C", "O", "O", "C", "H", "H", "H", "H", "H", "H", "C", "O", "C", "O", "O", "C", "H", "H", "H", "H", "H", "H", "C", "O", "C", "O", "O", "C", "H", "H", "H", "H", "H", "H", "C", "O", "C", "O", "O", "C", "H", "H", "H", "H", "H", "H", "C", "O", "C", "O", "O", "C", "H", "H", "H", "H", "H", "H", "C", "O", "C", "O", "O", "C", "H", "H", "H", "H", "H", "H"], "xyz": [[2.74660, 2.78283, 3.41995], [3.68114, 4.03624, 2.99424], [3.69933, 5.02427, 3.76979], [4.45406, 3.92157, 1.80138], [4.04840, 4.88919, 0.78975], [4.02238, 4.22039, -0.66589], [2.68384, 3.36531, -0.97100], [2.48443, 2.19880, -0.05477], [1.08447, 1.66707, -0.07630], [-0.02863, 2.67757, 0.48448], [-0.74202, 2.20501, 1.82858], [-2.06501, 2.84722, 2.12306], [-0.26571, 1.38204, 2.65893], [3.36160, 1.08127, -0.39640], [2.94412, -0.09363, -0.92040], [4.80506, 1.20989, -0.10593], [5.21217, 0.11794, 0.87389], [6.08397, 0.87716, 2.00502], [6.49784, -0.05574, 3.24677], [6.15072, 0.63648, 4.67046], [4.96472, 0.03825, 5.34870], [4.25975, 0.87800, 6.32253], [3.03374, 0.12654, 6.89133], [3.10335, -1.26799, 6.16627], [4.33598, -1.25844, 5.23423], [3.41263, 2.01602, 3.96438], [2.32524, 2.26892, 2.48536], [1.85211, 3.10602, 4.04863], [4.87185, 5.70040, 0.76880], [3.06818, 5.41079, 1.07296], [4.00957, 5.08683, -1.43465], [4.99006, 3.65006, -0.85782], [1.81932, 4.13195, -0.93462], [2.68665, 2.98675, -2.06739], [0.82832, 1.37753, -1.15488], [1.05592, 0.73850, 0.61362], [0.44707, 3.69612, 0.68648], [-0.79443, 2.84535, -0.36429], [-2.63374, 2.09348, 2.53970], [-1.84142, 3.58822, 2.80449], [3.42728, -0.43622, -1.78137], [2.24580, -0.72721, -0.51326], [5.37891, 1.16997, -0.96138], [5.76043, -0.74609, 0.36869], [4.27112, -0.31111, 1.38549], [6.95456, 1.42054, 1.50683], [5.37992, 1.69282, 2.42870], [6.00650, -1.07590, 3.10234], [7.64999, -0.14445, 3.22566], [7.07976, 0.62908, 5.34216], [5.89385, 1.74893, 4.50100], [4.65658, 1.93236, 6.55125], [2.27794, 0.53122, 7.64004], [2.37618, -2.12843, 6.31436], [4.73409, -2.07874, 4.53450], [8.21068, -4.31638, 5.79982], [9.18377, -4.92172, 4.94983], [9.52502, -4.17824, 3.88526], [9.08597, -3.08613, 3.61199], [10.43991, -4.86070, 3.17751], [10.89853, -4.18591, 2.00781], [8.01287, -5.00397, 6.62265], [8.59066, -3.38047, 6.21559], [7.27694, -4.14792, 5.25833], [11.38609, -3.24477, 2.27174], [10.07264, -4.01223, 1.31411], [11.63101, -4.82830, 1.51799], [-8.22925, 1.17239, 1.47281], [-7.46706, -0.03370, 1.43971], [-6.14681, 0.14386, 1.60625], [-5.58858, 1.20100, 1.77315], [-5.55518, -1.06260, 1.55456], [-4.13974, -1.02779, 1.71824], [-9.27598, 0.90745, 1.32907], [-8.12788, 1.66582, 2.44191], [-7.92771, 1.84216, 0.66424], [-3.87451, -0.62175, 2.69723], [-3.67336, -0.44644, 0.91897], [-3.77194, -2.05273, 1.65900], [-13.23595, -2.88849, -0.79931], [-11.86736, -3.25611, -0.96875], [-11.00327, -2.23719, -0.83920], [-11.29441, -1.08790, -0.60156], [-9.76289, -2.72083, -1.02271], [-8.72146, -1.75016, -0.90976], [-13.84053, -3.78724, -0.92512], [-13.40778, -2.49436, 0.20484], [-13.53648, -2.16110, -1.55672], [-8.70567, -1.31706, 0.09056], [-8.83658, -0.97136, -1.66797], [-7.77115, -2.25777, -1.07943], [3.02578, -1.48279, -6.66315], [4.45388, -1.45539, -6.62792], [4.97494, -1.42062, -5.39442], [4.34935, -1.41122, -4.35765], [6.31275, -1.39832, -5.50855], [7.00792, -1.36061, -4.26453], [2.71719, -1.50979, -7.70831], [2.64482, -2.37865, -6.16842], [2.61170, -0.58193, -6.20449], [6.78780, -2.25191, -3.67243], [6.75468, -0.45438, -3.70860], [8.07660, -1.34519, -4.48011], [-11.12088, 1.67276, -0.93064], [-10.47745, 2.79947, -1.53022], [-11.10660, 3.28079, -2.61503], [-12.12633, 2.84868, -3.09340], [-10.40099, 4.32909, -3.07503], [-10.95785, 4.94468, -4.23504], [-10.53007, 1.36952, -0.06953], [-12.12225, 1.94005, -0.58502], [-11.16407, 0.83799, -1.62898], [-11.95270, 5.34146, -4.02106], [-10.99461, 4.23758, -5.06680], [-10.30859, 5.77468, -4.51631], [-0.37035, -5.18568, -4.95030], [-1.54164, -4.45454, -5.30846], [-1.30760, -3.38482, -6.08621], [-0.22684, -3.01844, -6.48261], [-2.48508, -2.79414, -6.34617], [-2.38920, -1.63348, -7.17030], [-0.67889, -6.02383, -4.32462], [0.12362, -5.58240, -5.84004], [0.31483, -4.55868, -4.37490], [-1.97580, -1.88828, -8.14859], [-1.78520, -0.86401, -6.68393], [-3.39684, -1.24187, -7.31310]], "atomic_forces_ev_per_a": [[0.70, -0.15, -1.28], [-1.00, 1.62, 3.12], [0.38, -3.32, -3.66], [-2.07, 0.38, 1.15], [0.99, 1.02, -0.84], [-0.52, 0.54, -0.17], [1.38, 1.71, -1.12], [0.53, -3.88, -1.10], [-1.16, -0.38, 0.60], [0.10, 0.06, -0.56], [0.21, -1.36, 2.54], [2.13, -0.91, -0.80], [-1.16, 2.53, -3.77], [0.94, 2.36, 0.70], [-0.21, -0.16, -0.05], [-2.02, -0.46, -1.15], [0.29, 0.02, 1.27], [-1.24, 0.22, 0.24], [0.90, 0.76, -0.24], [0.35, 0.05, -0.80], [-2.45, 0.23, 2.11], [-2.29, -2.84, 0.23], [4.13, -0.99, -3.64], [2.83, 2.83, -0.77], [-2.42, 1.51, 2.35], [-1.16, 1.16, -0.62], [0.76, 0.72, 1.33], [1.64, -0.24, -0.64], [-1.41, -1.17, 0.00], [1.26, -0.89, -0.47], [-0.03, -1.33, 1.26], [-1.43, 0.65, 0.44], [1.16, -1.67, 0.47], [0.06, 0.58, 1.66], [0.21, 0.27, 1.45], [0.00, 1.48, -1.13], [-0.71, -1.27, -0.08], [0.99, -0.23, 1.72], [0.33, 0.81, 0.18], [-0.57, -0.48, -0.26], [0.18, -0.03, 1.51], [-0.13, 0.97, -0.67], [-0.34, 0.15, 0.49], [-0.68, 1.19, 0.61], [1.44, 0.67, -0.78], [-1.06, -0.86, 0.75], [1.16, -1.21, -0.98], [0.87, 1.34, 0.51], [-1.95, -0.34, 0.00], [-1.43, -0.29, -0.84], [0.44, -1.73, 0.20], [-0.74, -1.98, -0.47], [1.32, -0.77, -1.28], [1.28, 1.34, -0.33], [-0.74, 1.62, 1.41], [-0.29, 0.12, 0.35], [0.18, 0.24, -0.47], [0.13, -0.30, 0.13], [0.09, -0.33, 0.04], [-0.37, 0.20, 0.31], [0.22, 0.14, -0.37], [0.21, -0.08, -0.22], [-0.10, -0.03, -0.17], [0.15, 0.11, 0.01], [-0.19, -0.04, -0.03], [0.05, 0.11, 0.15], [-0.14, -0.10, 0.27], [-0.33, 0.49, 0.04], [0.72, -0.03, 0.16], [-0.22, -0.06, 0.01], [-0.10, -0.45, -0.05], [-0.20, 0.31, -0.03], [0.37, -0.08, 0.06], [0.25, -0.28, 0.07], [0.12, 0.00, -0.17], [0.06, -0.02, 0.17], [-0.03, 0.08, -0.15], [-0.07, 0.08, 0.15], [-0.31, 0.05, -0.02], [-0.51, 0.05, 0.04], [0.44, 0.35, 0.03], [0.06, -0.39, -0.06], [0.19, -0.73, 0.04], [-0.54, 0.11, 0.01], [0.23, 0.26, 0.06], [0.32, -0.03, -0.03], [0.06, 0.10, -0.17], [0.09, 0.03, 0.18], [-0.09, -0.04, -0.23], [-0.09, 0.00, 0.14], [-0.26, -0.18, 0.01], [-0.60, -0.10, -0.12], [0.41, 0.06, 0.72], [0.16, -0.05, -0.76], [0.14, 0.15, 0.02], [-0.55, 0.02, 0.12], [0.31, -0.07, 0.27], [0.31, -0.01, 0.09], [0.02, 0.19, 0.03], [0.06, -0.16, 0.07], [-0.09, 0.16, -0.01], [-0.07, -0.13, -0.01], [-0.21, 0.00, -0.23], [-0.25, -0.24, 0.01], [-0.06, 0.43, -0.37], [0.06, -0.05, 0.14], [0.43, 0.20, 0.17], [-0.09, -0.31, 0.21], [-0.12, 0.24, -0.35], [0.04, 0.21, -0.27], [0.05, -0.07, -0.18], [-0.11, 0.29, 0.09], [0.05, -0.19, -0.07], [-0.15, 0.03, 0.15], [0.08, -0.16, 0.25], [0.30, -0.32, 0.13], [0.01, 0.43, -0.26], [-0.30, -0.10, 0.03], [-0.30, -0.08, 0.19], [0.43, -0.29, 0.19], [-0.07, 0.37, -0.30], [-0.22, 0.19, -0.11], [0.02, 0.18, 0.10], [0.00, -0.01, -0.20], [0.09, 0.05, 0.17], [0.06, -0.15, -0.11], [0.04, -0.27, 0.17]], "lowdin_charge": [0.02, -0.40, 0.07, -0.10, -0.16, -0.13, -0.14, -0.05, -0.17, -0.07, -0.38, 0.09, 0.03, -0.21, 0.20, 0.03, -0.17, -0.16, -0.15, -0.15, -0.17, -0.09, -0.06, -0.08, -0.08, 0.07, 0.05, 0.10, 0.14, 0.14, 0.13, 0.11, 0.14, 0.14, 0.14, 0.13, 0.12, 0.14, 0.08, 0.09, 0.15, 0.14, 0.14, 0.13, 0.13, 0.12, 0.09, 0.09, 0.12, 0.13, 0.12, 0.12, 0.08, 0.08, 0.10, -0.04, 0.00, -0.60, 0.10, 0.00, -0.05, 0.10, 0.10, 0.09, 0.10, 0.09, 0.10, -0.03, -0.02, -0.59, 0.12, 0.00, -0.05, 0.08, 0.11, 0.11, 0.10, 0.09, 0.10, -0.04, 0.01, -0.57, 0.10, 0.01, -0.03, 0.10, 0.10, 0.10, 0.08, 0.10, 0.10, -0.04, 0.01, -0.60, 0.09, 0.01, -0.05, 0.10, 0.09, 0.10, 0.10, 0.09, 0.10, -0.05, 0.00, -0.60, 0.13, -0.01, -0.05, 0.06, 0.11, 0.08, 0.10, 0.10, 0.09, -0.05, 0.00, -0.60, 0.11, 0.00, -0.04, 0.10, 0.10, 0.09, 0.10, 0.09, 0.10]}